# 1
This record from the Open Molecules 2025 dataset describes C12H23AgN2O3PS as an isolated structure. The level of theory is ωB97M-V/def2-TZVPD.

As for the HOMO-LUMO gap: 8.011 eV. Its energy relative to the best compared isomer or geometry (same formula, charge and spin) is 0.00 kJ/mol. For the HOMO energy, the calculation gives -11.72 eV. The charge is +1.

Cartesian coordinates (Å):
Ag  -0.015  0.045  0.059
C  1.753  -4.794  2.530
C  2.169  -3.369  2.605
C  3.463  -2.943  2.747
C  3.709  -1.561  2.792
N  2.722  -0.675  2.674
C  1.468  -1.081  2.548
S  0.125  -0.023  2.513
N  1.207  -2.427  2.523
C  5.089  -1.034  2.968
H  2.614  -5.452  2.604
H  1.239  -4.991  1.588
H  1.060  -5.034  3.339
H  4.270  -3.654  2.832
H  0.234  -2.702  2.465
H  5.818  -1.836  3.046
H  5.136  -0.418  3.867
H  5.356  -0.386  2.132
C  5.739  -1.441  -2.151
C  4.408  -1.467  -1.433
O  3.896  -0.126  -1.330
P  2.358  0.103  -0.861
O  2.440  1.679  -0.561
C  3.227  2.244  0.510
C  4.214  3.242  -0.056
O  1.473  0.174  -2.209
C  1.844  1.008  -3.340
C  2.362  0.171  -4.490
H  6.174  -2.440  -2.153
H  6.429  -0.763  -1.651
H  5.617  -1.116  -3.183
H  4.531  -1.873  -0.424
H  3.687  -2.088  -1.973
H  3.740  1.449  1.041
H  2.529  2.719  1.199
H  4.886  2.752  -0.760
H  4.798  3.672  0.758
H  3.690  4.045  -0.572
H  2.590  1.734  -3.020
H  0.946  1.548  -3.637
H  3.304  -0.308  -4.223
H  2.530  0.821  -5.348
H  1.643  -0.597  -4.771

# 2
This record from the Open Molecules 2025 dataset describes a 2-piece molecular cluster, C5H11NO overall. The level of theory is ωB97M-V/def2-TZVPD.

As for the HOMO-LUMO gap: 9.147 eV. Its energy relative to the best compared isomer or geometry (same formula, charge and spin) is 224.14 kJ/mol. The SMILES is C=CC/C=C/N.O. For the HOMO energy, the calculation gives -8.20 eV.

Cartesian coordinates (Å):
C  -0.638  -0.850  0.902
C  -0.105  -0.413  2.039
N  -0.724  -0.621  3.292
C  0.099  -0.566  -0.401
C  -0.357  0.676  -1.146
C  -1.566  1.006  -1.579
H  -1.628  -1.243  0.792
H  0.853  0.079  2.089
H  -0.428  0.042  3.980
H  -1.733  -0.559  3.271
H  0.166  -1.388  -1.116
H  1.097  -0.280  -0.070
H  0.386  1.461  -1.246
H  -1.812  1.981  -1.978
H  -2.413  0.335  -1.449
H  3.474  0.398  -2.952
H  2.387  -0.399  -2.267
O  2.943  0.341  -2.160

# 3
This record from the Open Molecules 2025 dataset describes C28H64N3O8P2S as an isolated structure. The level of theory is ωB97M-V/def2-TZVPD.

As for the HOMO-LUMO gap: 8.090 eV. Its energy relative to the best compared isomer or geometry (same formula, charge and spin) is 0.00 kJ/mol. For the HOMO energy, the calculation gives -11.35 eV. The charge is +1.

Cartesian coordinates (Å):
C  -2.248  -1.065  0.419
C  -1.087  -1.159  -0.585
C  -0.347  -2.496  -0.607
C  0.430  -2.850  0.686
C  -0.072  -4.108  1.413
C  -1.299  -3.830  2.306
C  -1.137  -4.436  3.701
C  -2.308  -4.060  4.628
C  -1.924  -3.621  6.038
C  -1.174  -2.279  6.122
C  0.367  -2.361  6.049
C  0.963  -1.209  5.221
C  2.320  -1.567  4.597
N  3.144  -0.353  4.361
C  2.832  0.585  3.530
N  3.529  1.753  3.316
C  2.397  2.728  3.409
C  1.274  2.026  2.610
N  1.701  0.568  2.703
S  2.471  0.109  1.176
H  -2.968  -0.355  0.008
H  -2.739  -2.022  0.573
H  -1.921  -0.622  1.363
H  -0.419  -0.303  -0.446
H  -1.533  -1.036  -1.574
H  0.383  -2.439  -1.417
H  -1.050  -3.300  -0.830
H  1.456  -3.088  0.385
H  0.459  -2.023  1.404
H  -0.277  -4.885  0.675
H  0.749  -4.474  2.038
H  -1.367  -2.747  2.437
H  -2.199  -4.192  1.807
H  -1.117  -5.521  3.579
H  -0.168  -4.114  4.080
H  -2.970  -3.335  4.149
H  -2.914  -4.963  4.741
H  -2.860  -3.489  6.587
H  -1.384  -4.408  6.570
H  -1.426  -1.846  7.092
H  -1.591  -1.601  5.372
H  0.718  -3.335  5.713
H  0.722  -2.225  7.073
H  0.277  -0.984  4.404
H  1.079  -0.309  5.828
H  2.892  -2.214  5.257
H  2.179  -2.054  3.632
H  4.005  -0.263  4.881
H  4.135  1.957  4.109
H  2.042  2.741  4.442
H  2.582  3.721  3.018
H  1.344  2.227  1.547
H  0.281  2.173  3.018
H  1.611  -0.753  0.604
O  5.116  2.422  -3.033
P  5.839  1.258  -3.550
O  5.616  1.045  -5.111
C  5.901  2.122  -6.022
C  7.382  2.421  -6.128
O  5.016  -0.045  -3.028
C  4.167  0.050  -1.894
C  2.716  0.024  -2.324
O  7.294  0.749  -3.269
C  7.717  -0.627  -3.279
C  7.885  -1.191  -4.670
H  5.347  3.011  -5.715
H  5.509  1.807  -6.987
H  7.782  2.788  -5.180
H  7.560  3.181  -6.889
H  7.941  1.523  -6.391
H  4.386  0.948  -1.316
H  4.386  -0.814  -1.256
H  2.512  0.782  -3.079
H  2.047  0.196  -1.479
H  2.469  -0.942  -2.769
H  7.057  -1.243  -2.673
H  8.681  -0.620  -2.772
H  6.924  -1.371  -5.151
H  8.413  -2.143  -4.607
H  8.459  -0.513  -5.300
O  -5.133  0.874  -2.512
P  -5.497  2.310  -2.584
O  -6.350  2.421  -1.174
C  -5.702  2.121  0.055
C  -4.656  3.162  0.424
O  -6.694  2.360  -3.660
C  -6.700  1.499  -4.808
C  -7.734  0.407  -4.641
O  -5.145  3.857  -2.612
C  -6.080  4.926  -2.879
C  -6.984  5.264  -1.717
H  -5.247  1.128  0.003
H  -6.480  2.089  0.818
H  -3.837  3.174  -0.299
H  -4.238  2.948  1.410
H  -5.090  4.161  0.437
H  -5.712  1.074  -4.983
H  -6.946  2.124  -5.668
H  -7.582  -0.124  -3.702
H  -7.679  -0.307  -5.463
H  -8.737  0.834  -4.616
H  -6.650  4.725  -3.782
H  -5.446  5.785  -3.102
H  -7.749  4.506  -1.566
H  -7.483  6.211  -1.928
H  -6.418  5.363  -0.793

# 4
This record from the Open Molecules 2025 dataset describes a 3-piece molecular cluster, CH8N2O2 overall. The level of theory is ωB97M-V/def2-TZVPD.

As for the HOMO-LUMO gap: 10.595 eV. Its energy relative to the best compared isomer or geometry (same formula, charge and spin) is 84.09 kJ/mol. The SMILES is [H]/N=C/N.O.O. For the HOMO energy, the calculation gives -9.68 eV.

Cartesian coordinates (Å):
N  1.025  0.590  1.143
C  0.076  1.502  0.720
N  -1.023  1.429  0.062
H  1.266  -0.146  0.477
H  1.505  0.900  1.953
H  0.111  2.426  1.250
H  -1.649  2.129  0.253
H  0.124  -1.937  -0.595
H  1.206  -2.921  -0.810
O  0.818  -2.388  -0.114
H  -1.593  -0.937  -1.945
H  -1.130  -0.040  -0.856
O  -0.736  -0.605  -1.537

# 5
This record from the Open Molecules 2025 dataset describes an isolated ion of composition C8H11N2S and charge +1. The level of theory is ωB97M-V/def2-TZVPD.

As for the HOMO-LUMO gap (spin up / spin down): 4.970 / 4.955 eV. Its energy relative to the best compared isomer or geometry (same formula, charge and spin) is 486.76 kJ/mol. As for the multiplicity: 3. Its expectation value of S² is 2.006. For the HOMO energy (spin up / spin down), the calculation gives -8.21 / -11.79 eV. The charge is +1.

Cartesian coordinates (Å):
C  0.816  2.820  -1.387
C  1.981  3.060  -0.694
C  0.290  1.647  -0.762
C  0.957  1.079  0.269
C  0.326  -1.971  -0.311
C  -0.920  -2.265  0.579
C  -1.424  0.082  0.629
C  -0.210  0.272  -0.294
N  -0.051  -0.865  -1.153
N  -1.094  -1.073  1.416
S  2.402  1.993  0.647
H  0.513  3.541  -2.137
H  2.449  3.941  -0.840
H  1.069  -1.724  0.466
H  0.517  -2.748  -1.046
H  -1.744  -2.395  -0.006
H  -0.805  -3.180  1.202
H  -1.481  0.936  1.322
H  -2.364  -0.143  0.043
H  0.673  -0.739  -1.880
H  -1.781  -1.373  2.210
H  -0.120  -0.896  1.729

# 6
This record from the Open Molecules 2025 dataset describes the molecule C12H22BNO. The level of theory is ωB97M-V/def2-TZVPD.

As for the HOMO-LUMO gap: 9.436 eV. The SMILES is C1CCC(B2OC[C@H]3CCCCN23)CC1. For the HOMO energy, the calculation gives -8.76 eV.

Cartesian coordinates (Å):
B  -0.193  0.558  -0.023
C  4.136  0.292  0.271
C  3.237  -0.703  0.937
C  3.535  0.758  -1.056
C  -4.090  -0.861  -0.390
C  -2.850  -1.791  -0.603
C  1.887  -0.204  1.084
C  2.058  1.143  -1.015
C  -3.708  0.604  -0.193
C  -1.688  -1.445  0.382
C  -1.865  2.348  0.410
C  1.245  0.082  -0.203
C  -2.434  0.878  0.693
N  -1.353  -0.059  0.268
O  -0.472  2.364  0.344
H  4.172  1.063  0.952
H  5.131  -0.253  0.017
H  3.120  -1.629  0.397
H  3.734  -0.718  1.977
H  4.071  1.581  -1.623
H  3.669  -0.190  -1.675
H  -4.776  -1.018  -1.140
H  -4.570  -1.283  0.443
H  -3.303  -2.909  -0.554
H  -2.427  -1.659  -1.539
H  1.371  -1.099  1.397
H  1.664  0.678  1.737
H  2.035  2.089  -0.416
H  1.757  1.038  -2.081
H  -3.478  0.884  -1.277
H  -4.606  1.209  0.198
H  -1.977  -1.543  1.454
H  -0.762  -2.172  0.182
H  -2.356  2.846  -0.425
H  -1.921  2.944  1.404
H  1.322  -0.804  -0.807
H  -2.577  0.708  1.698